1.
This record from OMol25 describes 2 unconnected molecules or ions with the total composition C7H6Br2S in a non-equilibrium geometry. The level of theory is wB97M-V/def2-TZVPD.

Atoms and positions in Å:
Br1 -1.683 1.982 0.372
Br2 0.317 1.992 -2.597
S1 1.251 -1.451 0.175
C1 -0.953 0.300 -0.155
C2 1.250 1.236 0.503
C3 -3.146 -0.556 -1.129
C4 -1.883 -0.682 -0.822
C5 0.427 0.173 0.036
C6 2.457 0.706 0.955
C7 2.636 -0.652 0.771
H1 3.686 -1.106 1.059
H2 3.343 1.349 1.258
H3 -3.861 -1.393 -1.278
H4 -3.602 0.323 -0.711
H5 0.924 2.270 0.563
H6 -1.302 -1.548 -1.122

The total charge is 0. The calculation puts the frontier orbital gap (alpha / beta) at 5.95 / 4.42 eV. For the energy relative to the best compared isomer or geometry (same formula, charge and spin), the calculation gives 57.52 kcal/mol.



2.
This record from OMol25 describes C6H9NO in the gas phase in a non-equilibrium geometry. The level of theory is wB97M-V/def2-TZVPD.

Atoms and positions in Å:
O1 -1.269 -1.871 0.674
N1 0.526 -0.995 -0.657
C1 -2.860 0.428 -0.126
C2 -0.799 -1.000 -0.073
C3 -1.581 0.132 -0.407
C4 1.228 1.302 0.680
C5 1.366 0.097 -0.467
C6 1.800 -1.322 -0.058
H1 2.362 1.780 0.526
H2 -0.963 1.018 -0.955
H3 1.669 -1.469 0.993
H4 -3.448 -0.431 0.454
H5 0.996 1.043 1.815
H6 0.259 1.900 0.310
H7 1.763 0.385 -1.421
H8 -3.267 1.173 -0.691
H9 2.217 -2.169 -0.596

The total charge is 0. The calculation puts the frontier orbital gap at 9.70 eV. For the energy relative to the best compared isomer or geometry (same formula, charge and spin), the calculation gives 97.72 kcal/mol. The SMILES is C=CC(=O)N1C[C@@H]1C.



3.
This record from OMol25 describes C3H4ClFS in the gas phase in a non-equilibrium geometry. The level of theory is wB97M-V/def2-TZVPD.

Atoms and positions in Å:
Cl1 2.150 -0.694 0.108
S1 -1.765 -1.226 -0.254
F1 -0.822 2.048 -0.275
C1 -0.192 0.947 0.390
C2 1.110 0.618 -0.455
C3 -1.255 0.012 0.676
H1 1.652 1.525 -0.355
H2 0.293 1.275 1.326
H3 0.964 0.483 -1.534
H4 -1.805 0.226 1.600

The total charge is 0. The calculation puts the frontier orbital gap at 8.31 eV. For the energy relative to the best compared isomer or geometry (same formula, charge and spin), the calculation gives 21.38 kcal/mol. The SMILES is F[C@@H](C=S)CCl.



4.
This record from OMol25 describes 3 unconnected molecules or ions with the total composition C4H12IO4. The level of theory is wB97M-V/def2-TZVPD.

Atoms and positions in Å:
I1 -0.743 -1.680 -1.077
O1 2.045 -2.130 1.104
O2 -1.789 1.656 -1.502
O3 0.774 -1.743 3.729
O4 -1.554 4.333 -2.829
C1 -0.553 3.580 -2.143
C2 1.573 -3.177 1.929
C3 0.397 -2.741 2.775
C4 -0.725 2.096 -2.317
H1 -0.927 1.899 -3.383
H2 -1.664 0.696 -1.375
H3 0.413 3.882 -2.556
H4 0.203 1.553 -2.093
H5 1.262 -1.752 0.663
H6 0.919 -0.930 3.237
H7 1.292 -4.052 1.324
H8 2.400 -3.470 2.582
H9 -2.399 4.072 -2.451
H10 0.013 -3.584 3.350
H11 -0.390 -2.360 2.116
H12 -0.547 3.852 -1.082

The total charge is -1. The calculation puts the frontier orbital gap at 7.84 eV. For the energy relative to the best compared isomer or geometry (same formula, charge and spin), the calculation gives 2.64 kcal/mol.



5.
This record from OMol25 describes 2 unconnected molecules or ions with the total composition C36H53F3NO5 in a non-equilibrium geometry. The level of theory is wB97M-V/def2-TZVPD.

Atoms and positions in Å:
F1 -3.764 -0.506 3.003
F2 -4.357 -1.322 1.086
F3 -5.542 0.206 2.001
O1 -3.515 0.722 1.249
O2 3.401 -6.684 -7.252
O3 2.152 -8.638 -5.769
O4 2.892 -3.722 -3.659
O5 1.923 -5.733 -2.082
N1 -1.424 2.488 -1.067
C1 0.545 -3.047 -1.078
C2 2.050 -7.249 -3.889
C3 2.223 -6.013 -3.276
C4 3.202 -5.165 -5.468
C5 -3.882 1.091 -0.089
C6 -0.370 1.427 1.480
C7 -0.821 0.434 0.387
C8 0.555 6.210 1.194
C9 -2.311 2.767 -2.246
C10 -1.405 0.982 -0.944
C11 -0.560 -4.840 2.366
C12 -0.196 4.620 -0.608
C13 1.114 1.426 1.788
C14 -0.522 5.920 2.257
C15 -0.624 -1.081 -2.244
C16 -3.254 1.560 -2.381
C17 0.839 -4.254 2.108
C18 -4.280 -0.216 1.829
C19 2.378 -7.542 -5.244
C20 1.438 -4.576 0.723
C21 1.707 -3.332 -0.137
C22 -0.104 3.183 -1.128
C23 -1.680 -3.799 2.293
C24 -0.547 0.445 -2.096
C25 3.871 1.422 2.454
C26 0.935 4.998 0.350
C27 -0.050 6.099 3.708
C28 2.910 1.731 3.425
C29 -0.523 4.968 4.618
C30 1.542 1.730 3.094
C31 -2.887 0.658 -1.172
C32 0.709 -1.756 -1.868
C33 3.460 1.126 1.151
C34 2.093 1.132 0.823
C35 2.805 -4.870 -4.162
C36 3.052 -6.420 -6.095
H1 0.511 -3.891 -1.763
H2 -3.177 1.072 -3.344
H3 1.506 -4.648 2.875
H4 -2.600 -4.147 2.761
H5 4.921 1.389 2.700
H6 -1.692 2.829 -3.133
H7 -0.773 0.947 -3.037
H8 -1.917 2.877 -0.263
H9 3.223 1.951 4.435
H10 0.818 1.952 3.866
H11 -0.682 2.457 1.282
H12 -4.026 2.172 -0.069
H13 1.628 -8.071 -3.318
H14 -0.852 -1.323 -3.279
H15 3.648 -4.346 -6.028
H16 -4.846 0.651 -0.334
H17 1.444 6.616 1.674
H18 1.343 -1.060 -1.303
H19 0.806 -5.270 0.176
H20 -1.607 4.872 4.602
H21 2.376 -5.110 0.873
H22 0.492 0.689 -1.877
H23 4.175 0.865 0.386
H24 -3.070 -0.358 -1.493
H25 2.599 -3.506 -0.731
H26 -1.150 4.784 -0.096
H27 -0.004 -0.240 0.148
H28 1.862 -2.469 0.530
H29 -0.433 7.034 4.115
H30 0.606 2.625 -0.531
H31 1.270 -2.011 -2.762
H32 -2.805 3.726 -2.131
H33 1.809 0.867 -0.185
H34 -1.890 -3.536 1.257
H35 -0.752 -5.637 1.652
H36 1.037 6.139 3.760
H37 -0.881 1.157 2.403
H38 -0.094 4.024 4.283
H39 -1.398 -1.508 -1.607
H40 -1.369 -2.895 2.818
H41 -0.588 -5.278 3.365
H42 -4.282 1.912 -2.291
H43 0.198 7.000 0.530
H44 -0.896 4.899 2.147
H45 1.820 5.251 -0.234
H46 -1.362 6.594 2.096
H47 1.200 4.161 0.999
H48 -0.188 5.319 -1.443
H49 -0.202 5.121 5.646
H50 0.238 3.170 -2.156
H51 -1.582 -0.183 0.836
H52 0.810 -3.172 2.265
H53 -0.398 -3.042 -0.504

The total charge is -1. The calculation puts the frontier orbital gap at 1.88 eV.



6.
This record from OMol25 describes a molecular structure, C22H14Cl2MnN3O3S2 in a non-equilibrium geometry. The level of theory is wB97M-V/def2-TZVPD.

Atoms and positions in Å:
Mn1 -0.399 0.677 -0.304
Cl1 5.539 0.500 3.052
Cl2 0.425 0.636 4.711
S1 -0.241 -6.645 0.785
S2 -0.322 2.774 -1.238
O1 -4.311 0.805 -0.860
O2 -2.137 0.683 -0.473
O3 -0.152 0.722 1.761
N1 1.556 0.618 -0.204
N2 -0.317 -1.565 -0.699
N3 -0.277 -6.555 -1.796
C1 -4.257 3.552 -0.559
C2 -0.383 -3.640 0.487
C3 3.799 0.537 -1.043
C4 3.457 0.583 1.328
C5 2.930 0.568 3.702
C6 -3.227 1.335 -0.713
C7 -0.302 -3.639 -1.891
C8 4.331 0.549 0.225
C9 -3.081 2.836 -0.750
C10 -0.330 -4.379 -0.702
C11 -1.870 4.921 -0.761
C12 -4.247 4.926 -0.429
C13 3.854 0.556 2.681
C14 -0.297 -2.258 -1.840
C15 -0.376 -2.263 0.443
C16 -1.870 3.528 -0.881
C17 2.415 0.568 -1.218
C18 -3.040 5.608 -0.508
C19 2.067 0.630 1.059
C20 1.085 0.679 2.102
C21 1.566 0.633 3.423
C22 -0.298 -5.840 -0.656
H1 -3.012 6.681 -0.377
H2 4.437 0.506 -1.912
H3 -0.933 5.448 -0.859
H4 -5.168 5.462 -0.256
H5 3.261 0.529 4.729
H6 -0.426 -1.680 1.354
H7 -5.172 2.985 -0.500
H8 5.398 0.527 0.388
H9 -0.279 -1.671 -2.751
H10 1.976 0.563 -2.209
H11 -0.284 -4.121 -2.856
H12 -0.271 -7.558 -1.706
H13 -0.432 -4.158 1.433
H14 -0.384 -6.156 -2.710

The total charge is 0. The calculation puts the frontier orbital gap (alpha / beta) at 6.43 / 6.39 eV. For the energy relative to the best compared isomer or geometry (same formula, charge and spin), the calculation gives 11.77 kcal/mol. The expectation value of S² is 6.096. As for the multiplicity: 5.